Record 1
{
  "formula": "C40H112N10O11",
  "method": "ωB97M-V with the def2-TZVPD basis set",
  "e_homo_ev": -8.612,
  "orbital_gap_ev": 9.20,
  "smiles": "COC[C@H](C)N.COC[C@H](C)N.COC[C@H](C)N.COC[C@H](C)N.COC[C@H](C)N.COC[C@H](C)N.COC[C@H](C)N.COC[C@H](C)N.COC[C@H](C)N.COC[C@H](C)N.O",
  "charge": 0,
  "symbols": ["O", "O", "O", "O", "O", "O", "O", "O", "O", "O", "O", "N", "N", "N", "N", "N", "N", "N", "N", "N", "N", "C", "C", "C", "C", "C", "C", "C", "C", "C", "C", "C", "C", "C", "C", "C", "C", "C", "C", "C", "C", "C", "C", "C", "C", "C", "C", "C", "C", "C", "C", "C", "C", "C", "C", "C", "C", "C", "C", "C", "C", "H", "H", "H", "H", "H", "H", "H", "H", "H", "H", "H", "H", "H", "H", "H", "H", "H", "H", "H", "H", "H", "H", "H", "H", "H", "H", "H", "H", "H", "H", "H", "H", "H", "H", "H", "H", "H", "H", "H", "H", "H", "H", "H", "H", "H", "H", "H", "H", "H", "H", "H", "H", "H", "H", "H", "H", "H", "H", "H", "H", "H", "H", "H", "H", "H", "H", "H", "H", "H", "H", "H", "H", "H", "H", "H", "H", "H", "H", "H", "H", "H", "H", "H", "H", "H", "H", "H", "H", "H", "H", "H", "H", "H", "H", "H", "H", "H", "H", "H", "H", "H", "H", "H", "H", "H", "H", "H", "H", "H", "H", "H", "H"],
  "positions_angstrom": [[3.548, -2.497, -1.805], [-1.194, 5.663, 1.222], [-0.942, -3.902, 4.223], [3.366, 0.638, 3.003], [-0.962, -4.195, -3.394], [-0.720, 1.521, 3.913], [-0.354, 1.803, -0.975], [-5.451, 2.067, -5.315], [1.358, -2.527, -6.604], [6.680, -2.202, 1.422], [-6.166, 2.549, 1.144], [1.843, 6.362, 3.161], [-6.002, 1.454, 4.598], [5.248, -4.552, 1.050], [1.905, -0.898, 0.189], [4.414, 4.007, 2.103], [-1.440, -1.673, -4.679], [-1.331, -1.721, 2.363], [1.158, -3.206, 2.283], [-1.806, 1.799, -4.652], [2.812, -0.187, -4.192], [0.471, -4.492, 2.355], [0.359, 2.242, 4.488], [5.208, -2.138, 1.385], [3.995, 2.634, 1.795], [-4.110, 2.441, -5.017], [-2.367, 5.970, 1.991], [3.989, 1.968, 3.114], [1.010, 6.573, 1.960], [0.205, 0.878, 0.066], [-6.548, 2.295, 3.518], [-3.265, 1.375, -4.450], [-5.547, 1.383, -6.567], [-2.220, -4.077, -4.109], [4.623, -3.509, 1.817], [-0.485, 0.164, 3.802], [-5.773, 1.847, 2.297], [3.665, -0.111, 4.173], [-2.579, -2.562, -4.301], [-5.666, 1.975, -0.091], [-1.774, -4.484, 5.191], [-0.205, -4.973, 3.630], [7.156, -0.953, 1.124], [0.600, -0.725, -1.846], [4.974, 2.055, 0.833], [-2.963, -0.365, 3.750], [-1.287, 2.708, -0.404], [-3.592, -2.395, -5.359], [2.050, -2.123, -5.380], [0.022, 5.398, 1.944], [-1.719, -0.371, 2.932], [1.526, -5.586, 1.912], [1.267, 0.020, -0.682], [4.790, -3.587, 3.314], [-0.820, -5.480, -2.786], [-3.827, 1.105, -3.032], [2.552, 0.049, -6.610], [1.960, 6.658, 0.785], [1.342, -3.963, -6.666], [1.969, -0.556, -5.305], [-6.365, 3.718, 3.857], [-5.249, 3.912, 3.943], [-0.324, -4.474, 1.567], [0.580, -5.237, 4.350], [3.586, 0.443, 5.108], [3.082, -2.352, -5.339], [1.944, 0.787, -1.116], [1.921, -3.160, 2.961], [5.945, 1.882, 1.251], [0.916, -0.254, -5.133], [-3.416, 1.846, -2.383], [1.596, -2.615, -4.539], [0.304, 2.205, 5.616], [-3.739, -1.331, -5.683], [-3.545, 0.075, -2.773], [4.852, 4.388, 1.280], [6.857, -0.167, 1.864], [-3.146, 6.111, 1.268], [-4.533, 1.102, -6.947], [-1.906, 2.242, 0.423], [0.213, -5.467, -2.462], [2.952, -2.084, -1.115], [1.952, -5.356, 0.919], [3.541, -1.795, -2.464], [1.294, 6.518, -0.088], [0.736, 1.450, 0.807], [0.335, 3.278, 4.145], [-3.436, 0.524, -5.058], [0.973, -4.258, -7.639], [-0.666, 0.313, 0.494], [-2.915, -2.241, -3.309], [-0.270, 5.126, 2.978], [0.505, -2.430, 2.413], [-1.904, 3.015, -1.253], [-5.881, 2.157, -7.337], [-2.451, -5.276, 4.820], [-7.550, 1.979, 3.409], [3.858, -0.387, -4.303], [4.904, -1.291, 2.030], [2.940, 2.580, 1.529], [5.859, -3.373, 3.496], [2.018, -0.320, -7.484], [2.629, 5.829, 0.740], [-4.895, 1.207, -3.013], [-5.941, 0.796, 2.144], [4.219, -2.770, 3.783], [-2.834, -1.077, 4.579], [8.173, -1.182, 1.074], [5.013, 1.789, 3.456], [-4.172, 3.270, -4.320], [-6.391, 1.718, 5.464], [1.136, -6.661, 1.974], [0.418, -0.146, 3.288], [-3.879, -0.637, 3.194], [1.362, 1.866, 4.255], [4.528, -4.559, 3.821], [-6.959, 3.921, 4.765], [5.028, 2.667, -0.049], [-1.461, -5.532, -1.893], [5.009, -4.438, 0.056], [3.531, 2.644, 3.872], [4.717, -0.456, 4.191], [2.773, 0.773, -4.030], [2.413, -0.436, 0.931], [-1.143, -1.885, -5.677], [-1.197, -4.910, 5.962], [-4.562, -2.837, -5.145], [-4.964, 1.545, 4.568], [-4.714, 2.393, -0.414], [-0.872, -6.328, -3.438], [-2.381, -3.652, 5.616], [3.653, 4.591, 2.362], [-2.629, 5.112, 2.585], [2.338, -4.510, -6.641], [1.299, -1.586, 0.608], [-2.063, -4.551, -5.066], [-4.672, 2.025, 2.475], [-3.296, -2.868, -6.336], [-6.436, 1.928, -0.777], [6.865, -0.575, 0.120], [0.232, -0.090, -2.635], [-2.323, 6.846, 2.671], [2.946, -0.948, 4.143], [6.263, -4.470, 1.142], [-6.706, 4.410, 2.968], [2.503, 7.559, 0.577], [-0.841, -5.795, 3.422], [2.642, 6.908, 3.085], [-0.792, 3.625, -0.004], [-1.743, -1.881, 1.489], [0.494, 4.514, 1.502], [-1.489, -2.410, 3.027], [-3.121, 0.613, 4.274], [0.381, 7.483, 1.978], [0.723, -4.389, -5.846], [1.384, 6.578, 4.031], [-0.301, -1.339, -1.475], [-3.559, 2.703, -5.920], [3.589, -3.484, 1.502], [4.698, 1.047, 0.499], [-6.291, 0.648, -6.543], [-5.425, 0.882, 0.083], [3.600, -0.293, -6.809], [1.295, -1.439, -2.246], [-1.703, 0.308, 2.088], [-1.230, 1.008, -4.343], [-3.108, -4.582, -3.652], [-1.640, 2.553, -3.979], [-0.521, -0.335, 4.784], [4.879, -1.931, 0.367], [2.601, 1.124, -6.635], [-0.731, -1.837, -3.976], [2.328, -5.436, 2.612]],
  "mulliken_charge": [-0.742, -0.342, -0.203, 0.558, -0.007, -0.206, -0.357, -0.378, -0.401, -0.493, -0.437, -0.553, -0.584, -0.650, 1.757, -0.765, 0.335, -0.033, 0.095, -0.780, -0.367, 0.217, 0.051, 0.385, 1.887, -1.336, -0.782, -1.424, 0.469, 0.053, 0.029, 2.486, -0.684, -1.103, 1.109, -0.342, -0.082, -1.128, 0.796, -0.707, -0.917, -1.149, -0.648, -1.438, -1.607, -0.993, -0.100, -1.654, -0.928, 0.186, 1.211, -1.279, 0.613, -1.417, -0.991, -0.374, -1.644, -1.354, -0.546, 1.215, -1.053, 0.113, 0.305, 0.362, 0.508, 0.779, 0.197, 0.062, 0.353, -0.590, -0.251, 0.250, 0.346, 0.178, -0.021, 0.311, 0.134, 0.298, 0.300, -0.126, 0.262, 0.032, 0.255, 0.264, 0.350, 0.226, -0.110, -1.265, 0.308, 0.090, 0.168, 0.292, -0.155, 0.258, 0.223, 0.341, 0.407, 0.324, -0.538, -0.617, 0.432, 0.354, 0.240, 0.523, 0.489, 0.143, 0.185, 0.458, 0.371, 0.348, 0.241, 0.407, -0.080, 0.421, -0.260, 0.276, 0.404, 0.536, 0.312, 0.293, 0.335, 0.330, 0.218, -0.750, 0.228, 0.378, 0.441, 0.144, 0.199, 0.344, 0.222, 0.181, 0.315, 0.294, -0.456, 0.365, -0.130, 0.366, 0.416, 0.234, 0.005, 0.296, 0.053, 0.386, 0.249, 0.418, 0.539, 0.221, -0.009, 0.182, -0.427, 0.184, -0.077, 0.168, 0.041, 0.196, 0.055, 0.524, -0.365, 0.162, 0.288, 0.329, 0.340, 0.288, -0.779, 0.126, 0.407, 0.323, 0.459, 0.350, 0.444, -0.511, 0.265]
}

Record 2
{
  "formula": "C40H112N10O12Ti2",
  "method": "ωB97M-V with the def2-TZVPD basis set",
  "e_homo_ev": [-3.758, -8.764],
  "orbital_gap_ev": [4.01, 8.99],
  "charge": 0,
  "s_squared": 12.004,
  "spin_multiplicity": 7,
  "symbols": ["Ti", "Ti", "O", "O", "O", "O", "O", "O", "O", "O", "O", "O", "O", "O", "N", "N", "N", "N", "N", "N", "N", "N", "N", "N", "C", "C", "C", "C", "C", "C", "C", "C", "C", "C", "C", "C", "C", "C", "C", "C", "C", "C", "C", "C", "C", "C", "C", "C", "C", "C", "C", "C", "C", "C", "C", "C", "C", "C", "C", "C", "C", "C", "C", "C", "H", "H", "H", "H", "H", "H", "H", "H", "H", "H", "H", "H", "H", "H", "H", "H", "H", "H", "H", "H", "H", "H", "H", "H", "H", "H", "H", "H", "H", "H", "H", "H", "H", "H", "H", "H", "H", "H", "H", "H", "H", "H", "H", "H", "H", "H", "H", "H", "H", "H", "H", "H", "H", "H", "H", "H", "H", "H", "H", "H", "H", "H", "H", "H", "H", "H", "H", "H", "H", "H", "H", "H", "H", "H", "H", "H", "H", "H", "H", "H", "H", "H", "H", "H", "H", "H", "H", "H", "H", "H", "H", "H", "H", "H", "H", "H", "H", "H", "H", "H", "H", "H", "H", "H", "H", "H", "H", "H", "H", "H", "H", "H"],
  "positions_angstrom": [[-7.696, -4.191, -1.766], [-6.723, -2.889, -4.488], [-13.017, -4.239, -3.315], [-2.094, -1.438, -2.251], [-0.438, -5.602, -1.860], [-6.199, -1.106, -6.127], [-12.235, -1.053, 2.171], [-7.283, -2.043, -2.453], [-7.884, -10.082, -3.622], [-7.798, -0.321, 2.873], [-6.207, -5.014, -3.471], [-2.939, -4.950, 2.836], [-8.951, -3.024, -5.860], [-10.230, -6.466, 1.693], [-8.120, -0.512, -0.295], [-7.877, -6.667, -2.000], [-4.174, -8.265, 1.483], [-3.452, -0.657, -8.486], [-6.456, -4.738, -6.265], [-5.086, -3.192, -1.133], [-7.731, -3.954, 0.744], [-3.311, -6.071, -2.354], [-9.314, -3.503, -3.342], [-12.889, 1.011, 3.886], [-1.195, -5.212, -3.017], [-8.466, -4.898, 1.521], [-4.716, -0.311, -7.999], [-6.434, -0.071, -5.239], [-2.599, -4.745, 4.158], [-2.981, -3.259, -0.171], [-8.047, -11.009, -2.574], [-8.711, -4.249, 2.868], [-11.810, 2.170, 2.009], [-10.675, -3.400, -2.867], [-7.764, -4.850, -6.794], [-6.082, 0.716, -0.501], [-10.965, -1.979, -2.691], [-9.806, -7.706, -2.828], [-11.098, -7.314, 1.128], [-3.157, -7.397, 2.075], [-1.945, -0.116, -2.234], [-11.672, -4.180, -3.812], [-7.512, -8.785, -3.114], [-13.060, 1.280, 2.443], [-11.894, -1.915, 1.065], [-9.743, -5.404, 0.850], [-3.861, -6.001, 2.457], [-5.660, -0.626, -9.103], [-8.465, -7.991, -2.216], [-4.872, -1.186, -6.694], [-6.892, -0.170, 0.473], [-13.316, -0.116, 1.752], [-3.870, -2.297, -0.880], [-9.695, -1.889, -6.197], [-8.571, -5.869, -5.920], [-8.493, 0.344, 3.919], [-2.323, -6.181, -3.354], [-7.291, 0.498, 1.839], [-13.242, -5.421, -2.530], [-2.015, -7.269, 0.941], [0.724, -4.886, -1.647], [-3.104, -5.849, -4.703], [-3.335, -1.910, -2.189], [-8.500, -3.679, -7.133], [-7.871, -3.680, 3.266], [-8.280, -3.106, 0.759], [-0.556, -5.140, -3.897], [-7.803, -3.015, -7.644], [-4.391, -5.623, 1.583], [-9.658, -3.729, 3.013], [-9.627, -5.967, -6.173], [-7.948, 1.355, 1.698], [-5.038, -3.763, -1.966], [-3.626, -6.728, -5.082], [-2.575, -5.452, -5.568], [-6.426, 1.748, -0.565], [-11.301, -5.195, -3.959], [-0.916, 0.119, -1.960], [-12.821, -5.197, -1.550], [-2.606, 0.374, -1.520], [-2.642, -3.671, 4.343], [-9.347, -3.901, -7.783], [-7.509, -0.146, -5.071], [-3.931, -5.149, -4.580], [-5.955, -0.315, -4.291], [-7.732, -11.921, -3.080], [-10.204, -1.690, -1.966], [-5.978, -5.595, -6.503], [-3.017, -5.606, -1.507], [-1.593, -4.239, -2.727], [-9.687, -5.769, -0.175], [-11.035, -1.318, -3.555], [-4.113, -1.496, -0.182], [-8.025, 1.294, 4.177], [-10.664, -2.096, -6.650], [-6.013, 0.929, -5.337], [-6.002, 0.185, -1.450], [-7.390, -10.829, -1.723], [-9.093, -10.890, -2.291], [-1.611, -5.188, 4.289], [-13.909, 1.958, 2.359], [-11.702, 3.008, 2.697], [-2.622, -7.812, 2.929], [-14.312, -5.622, -2.582], [-9.530, 0.473, 3.609], [-3.487, -1.665, -8.547], [-5.099, 0.765, -0.033], [-11.942, -1.852, -2.226], [-5.767, -2.522, -1.463], [-11.878, 2.401, 0.946], [-6.951, -3.704, 1.334], [-10.485, -4.614, 0.730], [-11.193, -2.726, 1.260], [-8.704, -8.508, -1.286], [-10.645, -3.899, -1.898], [-3.190, -2.784, -2.823], [-2.291, 0.189, -3.221], [-8.793, -2.689, -3.049], [1.556, -5.124, -2.309], [-8.699, -1.101, 0.287], [-11.414, -7.892, 1.997], [-10.537, -7.893, 0.395], [-9.169, -1.379, -7.004], [-6.375, 0.782, 2.357], [-11.553, -1.309, 0.226], [-7.787, -5.738, 1.668], [-6.690, -0.518, -8.764], [-4.137, -5.536, -2.582], [-4.628, -2.244, -6.787], [-6.283, -1.035, 0.736], [-6.448, -4.819, -5.258], [-1.656, -8.272, 0.712], [-8.584, -5.582, -4.868], [-11.925, -3.767, -4.789], [-8.820, -5.146, 3.477], [-12.832, -2.388, 0.774], [0.541, -3.816, -1.746], [-7.128, -6.829, -1.343], [-5.590, 0.078, -9.933], [-3.778, -8.716, 0.670], [-4.058, -0.912, -6.024], [-4.021, -1.312, -2.789], [-5.514, -5.641, -3.757], [-2.670, -4.095, -0.798], [-13.670, 0.655, 4.418], [-13.441, -0.160, 0.670], [-3.354, -3.666, 0.768], [-2.021, -2.824, 0.108], [-4.654, -6.011, 3.205], [-10.484, -8.493, -2.501], [-7.462, -5.337, -7.721], [1.265, -4.950, -0.703], [-3.255, -5.289, 4.837], [-7.421, -6.209, -2.776], [-7.384, -8.202, -4.026], [-14.327, -0.486, 1.927], [-8.173, -6.881, -5.846], [-1.127, -6.740, 1.286], [-2.380, -6.682, 0.098], [-10.203, -6.839, -2.299], [-12.130, 0.344, 3.882], [-12.614, -6.257, -2.839], [-9.339, -3.459, -4.351], [-10.899, 1.574, 2.063], [-4.717, 0.757, -7.778], [-8.669, -0.247, 4.818], [-5.576, -1.662, -9.433], [-2.744, -0.463, -7.793], [-11.971, -6.927, 0.603], [-6.486, -8.747, -2.746], [-7.781, -1.140, -1.010], [-9.812, -1.185, -5.373], [-4.913, -7.684, 1.116], [-7.100, -1.144, -2.117], [-2.033, -7.230, -3.413], [-9.717, -7.604, -3.910]],
  "mulliken_charge": [0.717, 0.337, -0.544, -0.380, -0.271, 0.059, -0.451, -0.085, -0.485, -0.227, 1.616, -0.273, -0.115, -0.454, -0.389, 0.798, -0.746, -0.795, -0.270, 1.407, 0.365, -0.084, 1.238, -0.705, -0.289, 0.554, 0.498, -0.718, -0.849, -2.178, -0.753, -1.782, -0.705, 2.117, 0.193, -0.995, -1.457, -0.683, -0.472, 0.562, -0.675, -0.629, -0.783, 0.053, -0.393, 1.616, -0.114, -1.361, 0.191, -0.904, 1.912, -0.624, 1.507, -1.018, -0.848, -0.609, 0.460, -1.354, -0.472, -1.224, -0.834, -1.293, 0.379, -1.143, 0.353, -0.627, 0.630, -0.013, -0.400, 0.259, 0.544, 0.469, -0.768, 0.347, 0.401, 0.423, 0.431, 0.266, 0.106, 0.217, 0.234, 0.483, 0.201, 0.187, -0.207, 0.313, 0.185, 0.460, -0.698, -0.079, -1.264, 0.081, 0.108, 0.376, 0.259, 0.414, 0.041, 0.300, 0.247, 0.263, 0.413, 0.360, 0.262, 0.364, 0.036, 0.316, 0.362, 0.601, -0.125, 0.383, 0.126, -0.532, -0.433, 0.520, -1.157, -0.558, 0.265, -0.113, 0.327, -0.057, 0.350, 0.069, 0.259, 0.403, 0.445, 0.349, 0.281, -0.393, 0.437, -0.313, -0.578, 0.504, -0.470, 0.035, 0.554, 0.539, 0.252, -0.170, 0.357, 0.332, 0.281, -0.198, -0.911, 0.203, 0.249, 0.409, 0.513, 0.514, 0.600, 0.512, 0.667, 0.311, 0.363, -0.923, -0.085, 0.404, 0.528, 0.362, 0.154, -0.322, 0.225, 0.191, -0.312, -0.230, 0.335, 0.280, 0.276, 0.304, 0.206, 0.689, 0.114, 0.270, 0.197, -1.115, 0.419, 0.229]
}

no.,E (a.u.)
1,-2966.1190
2,-4740.0088